Entry 1:
Entry from the Open Molecules 2025 dataset: C4H7NO2 in the gas phase (wB97M-V/def2-TZVPD).

Summary:
Kohn-Sham gap: 11.30 eV
energy relative to the best compared isomer or geometry (same formula, charge and spin): 141.2 kJ/mol
total charge: 0
lowest unoccupied orbital energy: 0.69 eV

Positions of all 14 atoms, in Å:
C: 0.63974 -0.39329 -1.49138
C: -0.18459 -0.69566 -0.26107
C: 0.50119 -0.30474 1.08261
N: -0.36742 0.77274 1.59797
C: -0.93051 1.33585 0.40899
O: -1.17515 2.46548 0.13091
O: -1.31505 0.20615 -0.33753
H: 0.87252 0.67880 -1.50191
H: 0.05562 -0.61554 -2.38848
H: 1.57282 -0.96004 -1.50692
H: -0.52333 -1.73846 -0.24304
H: 1.53364 0.03059 0.93594
H: 0.50941 -1.10522 1.82675
H: -1.22858 0.21163 1.68834

Entry 2:
Entry from the Open Molecules 2025 dataset: 11 unconnected molecules or ions with the total composition C35H80O13 (wB97M-V/def2-TZVPD).

Summary:
Kohn-Sham gap: 9.71 eV
energy relative to the best compared isomer or geometry (same formula, charge and spin): 562.6 kJ/mol
total charge: 0
lowest unoccupied orbital energy: 0.27 eV

Positions of all 128 atoms, in Å:
C: 4.57244 -3.25713 -8.13280
C: 3.60303 -2.97587 -9.25689
C: 3.92652 -1.57958 -9.53886
O: 5.37020 -1.50344 -9.47041
C: 5.69118 -2.24344 -8.22255
H: 4.86726 -4.30596 -8.09915
H: 4.04721 -3.12703 -7.18659
H: 2.55121 -2.92759 -8.97508
H: 3.77774 -3.63081 -10.11048
H: 3.39018 -0.76046 -9.05983
H: 3.70200 -1.28895 -10.56512
H: 5.71830 -1.62616 -7.32459
H: 6.72079 -2.60058 -8.24422
C: -2.01443 0.18075 -6.49360
C: -2.73596 1.33456 -7.05306
C: -1.66442 2.16565 -7.78738
O: -0.41585 1.66252 -7.14447
C: -0.66090 0.66425 -6.20924
H: -2.02975 -0.81113 -6.94530
H: -2.56425 -0.19016 -5.62860
H: -3.19728 1.99343 -6.31742
H: -3.46833 0.99176 -7.78396
H: -1.89265 3.18946 -7.49103
H: -1.77837 2.08889 -8.86868
H: -0.58051 0.95998 -5.16321
H: 0.03428 -0.15002 -6.41366
C: -7.29018 3.40647 -1.65680
C: -6.09144 3.88664 -0.92729
C: -6.54252 5.36928 -0.65826
O: -7.95821 5.24178 -0.41658
C: -8.49324 4.05446 -0.90226
H: -7.31239 2.31971 -1.57583
H: -7.30738 3.61422 -2.72668
H: -5.21894 3.84054 -1.57899
H: -6.00836 3.29679 -0.01444
H: -6.43682 5.99630 -1.54357
H: -6.16848 5.67573 0.31861
H: -9.29637 4.24052 -1.61533
H: -8.83429 3.44110 -0.06825
C: 6.62077 0.90636 4.76511
C: 5.77814 -0.32362 4.95921
C: 6.62636 -1.51740 4.64176
O: 7.31942 -0.85936 3.48414
C: 7.22409 0.55188 3.37381
H: 7.38462 0.94092 5.54192
H: 6.08379 1.85428 4.79988
H: 4.94671 -0.16284 4.27294
H: 5.34207 -0.25850 5.95606
H: 6.27065 -2.52314 4.41801
H: 7.28480 -1.64389 5.50115
H: 6.43290 0.67665 2.63453
H: 8.11018 1.14281 3.14196
C: 8.34827 2.90195 -3.23772
C: 9.32205 3.96099 -2.93937
C: 8.66171 5.28959 -3.19123
O: 7.54609 4.86470 -4.04474
C: 7.72530 3.50994 -4.47223
H: 7.57991 2.76178 -2.47741
H: 8.83176 1.95015 -3.45778
H: 10.24855 3.85908 -3.50444
H: 9.67419 3.90393 -1.90941
H: 9.34229 6.03199 -3.60808
H: 8.26709 5.57173 -2.21513
H: 8.38984 3.45870 -5.33471
H: 6.76907 3.12128 -4.82246
C: -9.05183 -1.91596 5.45700
C: -10.46903 -1.47069 5.88508
C: -10.77634 -0.36836 4.93691
O: -9.49474 0.16159 4.69292
C: -8.46934 -0.79023 4.68877
H: -9.28558 -2.78893 4.84757
H: -8.58255 -2.32537 6.35157
H: -10.53379 -1.29806 6.95938
H: -11.16224 -2.29118 5.69972
H: -11.34806 0.41630 5.43242
H: -11.12499 -0.72027 3.96598
H: -7.46536 -0.57211 5.05280
H: -8.20848 -1.11601 3.68183
C: -4.04686 -7.53524 -1.12515
O: -2.91049 -6.73135 -0.95262
H: -4.54134 -7.22987 -2.04730
H: -3.74243 -8.58186 -1.12310
H: -4.71548 -7.50335 -0.26490
H: -2.82891 -6.52654 -0.01828
C: 3.40244 6.94403 -1.51037
O: 3.77247 8.20469 -1.05827
H: 3.36705 6.99453 -2.59862
H: 4.14890 6.21521 -1.19459
H: 2.46752 6.71718 -0.99796
H: 4.29055 8.52854 -1.79875
C: 6.63772 -8.20444 -3.32317
O: 5.31072 -8.17389 -3.79492
H: 7.24466 -7.40847 -3.75463
H: 6.75361 -7.93838 -2.27250
H: 7.08845 -9.15476 -3.60923
H: 4.77222 -8.75856 -3.25662
C: -2.95776 -0.43578 8.48459
O: -4.34610 -0.18310 8.96487
C: -4.38493 -0.04469 10.43188
C: -5.80981 0.35360 10.81825
O: -6.28414 -0.28008 12.04063
C: -5.51609 -0.22083 13.22981
H: -2.28769 0.30164 8.92656
H: -2.92513 -0.17902 7.42577
H: -2.72519 -1.49475 8.59686
H: -3.73218 0.73877 10.81685
H: -4.09922 -0.99421 10.88453
H: -6.47283 0.06150 10.00390
H: -5.82185 1.42106 11.03847
H: -4.56217 -0.74479 13.16963
H: -6.00703 -0.62659 14.11437
H: -5.21381 0.77584 13.55133
C: 3.91248 -2.38336 -0.84067
O: 3.23839 -1.20431 -0.51910
C: 1.93820 -1.38147 -0.00825
C: 1.26286 0.04819 0.23733
O: 0.01205 0.09190 0.91518
C: -1.05492 -0.82607 0.45614
H: 3.49696 -3.03324 -1.61079
H: 3.89685 -3.04834 0.02284
H: 4.92939 -2.01467 -0.97510
H: 1.98541 -2.02532 0.87000
H: 1.46441 -1.98628 -0.78144
H: 1.40069 0.70064 -0.62488
H: 1.90829 0.49787 0.99185
H: -1.82982 -1.03118 1.19476
H: -0.53871 -1.76675 0.26447
H: -1.51631 -0.47058 -0.46519

Entry 3:
Entry from the Open Molecules 2025 dataset: a molecular structure, C2H3ClN3O (wB97M-V/def2-TZVPD).

Summary:
Kohn-Sham gap: 8.69 eV
energy relative to the best compared isomer or geometry (same formula, charge and spin): 41.0 kJ/mol
total charge: -1
lowest unoccupied orbital energy: 3.89 eV

Positions of all 10 atoms, in Å:
C: 0.06634 0.16691 -0.01968
C: -1.27520 -0.13508 0.00326
N: 0.71500 -1.00581 0.06187
N: -1.36094 -1.47534 0.03821
N: -0.17442 -2.01281 0.01052
O: -2.38813 -2.16468 -0.05287
Cl: 3.57062 -0.82713 -0.01800
H: 0.73227 0.96799 -0.05775
H: -2.18448 0.52070 -0.09950
H: 1.84972 -0.94944 0.10959

Entry 4:
Entry from the Open Molecules 2025 dataset: 2 unconnected molecules or ions with the total composition C7H18ClNOP (wB97M-V/def2-TZVPD).

Summary:
Kohn-Sham gap: 11.14 eV
energy relative to the best compared isomer or geometry (same formula, charge and spin): 48.0 kJ/mol
total charge: +1
lowest unoccupied orbital energy: -3.14 eV

Positions of all 29 atoms, in Å:
C: 0.64031 -2.56848 0.61052
C: -0.16146 -1.46690 -1.35424
C: 0.62341 2.50931 0.63400
C: 1.38991 1.45394 -1.41500
C: 0.82484 -1.31967 -0.27051
C: 0.59256 1.26917 -0.20933
C: 0.70291 -0.02487 0.42435
N: 0.81632 -0.02485 1.66973
O: -1.89773 0.00130 1.28712
P: -3.24307 0.02940 0.60869
Cl: -3.00868 0.61630 -1.25460
H: -0.41406 -2.88566 0.72375
H: 1.22714 -2.47600 1.63123
H: 1.09669 -3.38797 -0.04189
H: -0.12700 -0.61396 -2.10634
H: -1.24462 -1.53241 -1.14764
H: 0.03072 -2.28511 -2.08886
H: 0.29386 3.32975 -0.00797
H: -0.19635 2.23514 1.41024
H: 1.54837 2.73468 1.20005
H: 2.45966 1.55320 -1.17446
H: 1.19176 2.40986 -2.05322
H: 1.36326 0.51649 -2.13236
H: 1.85869 -1.30527 -0.63843
H: -0.42126 1.30163 -0.61897
H: 1.03896 -0.79644 2.29354
H: 0.73349 0.83413 2.16005
H: -3.87736 -1.14310 0.57356
H: -3.84127 1.03640 1.28703

Entry 5:
Entry from the Open Molecules 2025 dataset: 12 unconnected molecules or ions with the total composition H26NO11 (wB97M-V/def2-TZVPD).

Summary:
Kohn-Sham gap: 10.61 eV
energy relative to the best compared isomer or geometry (same formula, charge and spin): 293.0 kJ/mol
total charge: +1
lowest unoccupied orbital energy: -2.93 eV

Positions of all 38 atoms, in Å:
N: 0.06447 0.04442 0.09413
H: 0.99547 0.30242 0.34313
H: 0.02447 -0.67258 -0.49587
H: -0.38553 0.92142 -0.10587
H: -0.26853 0.06342 1.06413
O: -0.01953 -1.97858 2.50013
H: -1.07653 -1.92158 2.50813
H: 0.14547 -2.90958 2.35113
O: 0.50747 -0.46658 -3.68287
H: 0.18547 -1.29658 -3.17887
H: 1.34447 -0.20058 -3.33887
O: -2.79153 -1.36858 1.23213
H: -3.00753 -1.88258 0.41513
H: -2.91553 -0.37158 1.22213
O: 2.87547 -0.36558 -2.13287
H: 3.38047 -0.89358 -2.71487
H: 3.23647 0.15842 -1.43987
O: -2.08953 2.18142 -1.35587
H: -3.09753 2.15142 -1.15787
H: -2.26653 1.47442 -2.15187
O: -1.87353 -1.52158 -2.23587
H: -2.04953 -1.84658 -3.20487
H: -2.46453 -1.93558 -1.61487
O: 1.03647 2.97042 -0.06187
H: 1.88147 3.09342 0.42813
H: 0.31147 3.71742 -0.00687
O: -0.51653 1.74542 3.14113
H: -0.38753 1.19142 3.86613
H: -0.03453 2.56242 3.52913
O: 1.75847 -2.64958 -0.43687
H: 2.45847 -2.74458 -1.00087
H: 1.09447 -3.17858 -0.75487
O: 3.50247 0.29842 0.82413
H: 4.05447 0.71842 1.52613
H: 3.27547 -0.51258 1.29513
O: -2.62553 1.36042 1.64313
H: -1.77553 1.63342 2.08513
H: -2.48753 2.12842 1.00413

Entry 6:
Entry from the Open Molecules 2025 dataset: C5H12O5P2 in the gas phase (wB97M-V/def2-TZVPD).

Summary:
Kohn-Sham gap: 8.93 eV
energy relative to the best compared isomer or geometry (same formula, charge and spin): 105.4 kJ/mol
total charge: 0
lowest unoccupied orbital energy: 0.28 eV

Positions of all 24 atoms, in Å:
C: 0.36058 -0.65715 0.45032
C: -0.67632 -1.27228 -0.55746
C: 1.48766 0.07699 -0.32750
C: -2.12969 -0.72109 -0.68703
C: 2.84468 0.21251 0.47689
O: 1.17857 1.38924 -0.73572
O: -0.29286 0.16225 1.33098
O: -0.08979 -1.37017 -1.79619
O: 3.50890 -1.00019 0.46002
O: -2.72886 -0.67186 0.45751
P: -0.34673 2.10758 -0.63585
P: -4.25614 0.06092 0.37075
H: 0.99363 -1.40511 0.83455
H: -0.76426 -2.38296 -0.37013
H: 1.58630 -0.36730 -1.33452
H: 2.51406 0.75908 1.47506
H: 3.31591 1.03172 -0.01422
H: -0.51308 -0.26083 2.14691
H: -0.69363 -0.98992 -2.49268
H: 3.10180 -1.66068 1.09975
H: -0.33543 2.42706 -1.97309
H: 0.22113 3.35525 -0.33022
H: -4.51986 -0.10580 1.67773
H: -3.76659 1.28275 0.47413

Entry 7:
Entry from the Open Molecules 2025 dataset: a gas-phase ion, C5H8N (charge +1) (wB97M-V/def2-TZVPD).

Summary:
Kohn-Sham gap: 11.62 eV
energy relative to the best compared isomer or geometry (same formula, charge and spin): 271.4 kJ/mol
total charge: +1
lowest unoccupied orbital energy: -3.20 eV

Positions of all 14 atoms, in Å:
C: 1.37942 -0.21927 0.24581
C: 0.67649 -1.22305 -0.07969
C: 0.81313 1.03338 -0.15550
C: -1.37930 -0.02039 0.61884
C: -0.60291 0.73137 -0.38449
N: -0.70746 -0.74171 -0.54645
H: 2.33328 -0.13355 0.78316
H: 0.78962 -2.21910 0.17228
H: 1.08429 1.86853 0.51443
H: 1.34464 1.16583 -1.13163
H: -0.98049 -0.15850 1.69015
H: -2.49156 -0.31691 0.55761
H: -1.10727 1.46383 -1.07193
H: -1.15189 -1.23045 -1.21258

Entry 8:
Entry from the Open Molecules 2025 dataset: 2 unconnected molecules or ions with the total composition CH5N2S (wB97M-V/def2-TZVPD).

Summary:
Kohn-Sham gap: 10.56 eV
energy relative to the best compared isomer or geometry (same formula, charge and spin): 200.8 kJ/mol
total charge: +1
lowest unoccupied orbital energy: -4.42 eV

Positions of all 9 atoms, in Å:
C: -0.28872 0.42890 0.11153
N: -0.03153 0.84444 1.33981
N: 0.49314 -0.26831 -0.61768
S: 0.29064 -1.00304 -2.23669
H: -1.55224 0.88660 -0.52022
H: -0.76397 1.43398 1.83355
H: 0.73671 0.33016 1.72395
H: 1.31068 -0.55172 -0.18607
H: -0.19470 -2.10101 -1.44819

The E results, record by record, are as follows: -361.82707 -2359.19849 -777.71152 -1208.80123 -897.68360 -1256.40829 -249.72176 -548.46105 a.u..